Record 1
{
  "formula": "C8H13BBrNOP",
  "method": "the ωB97M-V functional and the def2-TZVPD basis",
  "energy_ha": -3382.69729,
  "homo_energy_ev": -12.3,
  "total_charge": 1,
  "largest_force_ha_per_bohr": 0.043,
  "multiplicity": 1,
  "homo_lumo_gap_ev": 8.0,
  "symbols": ["H", "H", "N", "H", "H", "O", "H", "C", "C", "H", "C", "C", "H", "H", "H", "P", "B", "H", "C", "C", "C", "Br", "H", "H", "H", "C"],
  "positions_angstrom": [[0.90, 0.11, -1.19], [0.64, 0.33, 0.53], [4.05, 0.88, 1.33], [-0.40, -2.05, 0.65], [4.42, 1.78, 1.04], [4.38, 0.35, -1.08], [-4.63, 1.94, -0.09], [-1.96, 0.26, -1.27], [0.79, -0.43, -0.25], [3.75, 0.82, -1.65], [-3.51, 0.52, 0.99], [-3.03, 1.13, -1.27], [-4.14, 0.64, 1.87], [-1.35, 0.17, -2.16], [3.16, 1.11, 1.78], [2.38, -1.24, 0.17], [3.77, 0.16, 0.14], [-0.51, -1.89, -1.16], [-1.68, -0.46, -0.14], [-3.79, 1.25, -0.13], [-2.44, -0.35, 1.00], [2.33, -2.19, 2.14], [2.72, -2.24, -0.77], [-2.17, -0.95, 1.86], [-3.22, 1.72, -2.16], [-0.45, -1.37, -0.20]]
}



Record 2
{
  "formula": "C5H7N",
  "method": "the ωB97M-V functional and the def2-TZVPD basis",
  "energy_ha": -249.42222,
  "homo_energy_ev": -9.8,
  "largest_force_ha_per_bohr": 0.081,
  "multiplicity": 1,
  "smiles": "C/C=C/CC#N",
  "homo_lumo_gap_ev": 10.7,
  "relative_energy_kj_mol": 133.96,
  "symbols": ["H", "C", "C", "H", "N", "C", "H", "H", "H", "C", "H", "H", "C"],
  "positions_angstrom": [[2.28, -0.97, 1.08], [-1.51, 0.71, 0.08], [-0.28, -0.13, 0.03], [-0.37, -1.24, 0.19], [-3.71, -0.76, -0.08], [0.96, 0.33, -0.09], [3.07, 0.04, -0.34], [-1.57, 1.42, -0.78], [1.13, 1.41, -0.34], [2.17, -0.57, 0.01], [2.08, -1.50, -0.71], [-1.52, 1.39, 0.96], [-2.72, -0.12, 0.00]]
}



Record 3
{
  "formula": "C8H22BrFNO4PS2",
  "method": "the ωB97M-V functional and the def2-TZVPD basis",
  "energy_ha": -4485.20092,
  "homo_energy_ev": -8.3,
  "largest_force_ha_per_bohr": 0.019,
  "multiplicity": 1,
  "homo_lumo_gap_ev": 8.6,
  "symbols": ["H", "H", "H", "F", "H", "Br", "H", "H", "H", "H", "S", "N", "C", "C", "O", "C", "H", "H", "C", "H", "P", "C", "O", "S", "H", "H", "C", "H", "O", "H", "H", "H", "C", "H", "H", "O", "H", "H", "H", "C"],
  "positions_angstrom": [[-0.19, 3.45, -1.09], [4.15, -4.04, -3.01], [-1.79, 1.28, 2.63], [-1.62, 4.82, -0.71], [-3.16, 5.80, 4.09], [-2.20, 1.71, -0.06], [-5.75, 4.14, 3.31], [-3.32, 4.03, 5.37], [-0.21, 1.90, 3.11], [0.34, 5.01, -0.38], [2.64, -5.35, -1.74], [-5.36, 4.69, 4.07], [-0.76, 2.37, 1.10], [0.48, -1.32, -2.19], [-0.50, 3.73, 0.92], [-0.42, 4.23, -0.36], [4.29, -5.77, -3.42], [2.92, -4.80, -4.05], [2.76, -1.25, -0.80], [0.12, 1.78, 0.85], [-3.80, 4.55, 4.16], [-3.02, 3.51, 2.89], [-1.67, 3.26, 3.21], [1.00, -1.50, -0.49], [0.80, -0.34, -2.57], [0.91, -2.13, -2.78], [-1.12, 2.14, 2.57], [-0.61, -1.38, -2.21], [1.60, -4.29, -1.60], [1.14, -7.17, -1.66], [-3.61, 2.59, 2.85], [-3.11, 4.02, 1.93], [1.82, -6.79, -2.42], [1.27, -6.50, -3.31], [3.12, -2.06, -1.44], [0.54, -0.26, 0.21], [2.56, -7.55, -2.65], [3.27, -1.28, 0.16], [2.91, -0.28, -1.27], [3.59, -4.96, -3.21]]
}



Record 4
{
  "formula": "C6H8AuO4",
  "method": "the ωB97M-V functional and the def2-TZVPD basis",
  "energy_ha": -669.46708,
  "homo_energy_ev": [-11.8, -12.9],
  "total_charge": 1,
  "largest_force_ha_per_bohr": 0.193,
  "multiplicity": 3,
  "homo_lumo_gap_ev": [7.8, 5.8],
  "symbols": ["H", "C", "H", "H", "O", "H", "C", "C", "C", "H", "H", "O", "H", "C", "H", "O", "C", "Au", "O"],
  "positions_angstrom": [[0.50, 2.74, -0.21], [-2.95, -2.28, 1.75], [2.77, 1.27, 0.56], [-0.56, 1.40, 0.74], [1.41, -1.77, 0.14], [-3.98, -1.92, 1.70], [2.08, 0.46, 0.32], [-2.09, -1.86, 0.87], [2.32, -0.87, 0.43], [-2.75, -3.20, 2.30], [-0.29, 1.94, -2.41], [1.06, 0.76, -0.58], [-1.71, 2.25, -1.34], [0.08, 1.73, -0.32], [3.24, -1.19, 0.93], [-1.21, 0.26, -1.72], [-0.85, 1.58, -1.52], [-0.06, -0.93, -0.84], [-1.33, -1.96, -0.07]]
}



Record 5
{
  "formula": "CHClFO3",
  "method": "the ωB97M-V functional and the def2-TZVPD basis",
  "energy_ha": -823.83803,
  "homo_energy_ev": [-17.1, -17.1],
  "total_charge": 1,
  "largest_force_ha_per_bohr": 0.060,
  "multiplicity": 1,
  "homo_lumo_gap_ev": [7.2, 6.2],
  "relative_energy_kj_mol": 307.57,
  "symbols": ["Cl", "C", "O", "F", "O", "H", "O"],
  "positions_angstrom": [[-1.25, -1.78, -0.28], [-0.93, -0.06, 0.10], [1.53, 0.35, 0.22], [-0.76, -0.04, 1.46], [0.34, 0.42, -0.62], [-1.49, 0.67, -0.47], [2.55, 0.44, -0.41]]
}



Record 6
{
  "formula": "C25H54BrClN4O7S",
  "method": "the ωB97M-V functional and the def2-TZVPD basis",
  "energy_ha": -5163.00041,
  "homo_energy_ev": -8.8,
  "largest_force_ha_per_bohr": 0.021,
  "multiplicity": 1,
  "smiles": "CCOC[C@@H](CCCS)OC[C@@H](Br)OCCCCCl.CN(C)C=O.CN(C)C=O.CN(C)C=O.CN(C)C=O",
  "homo_lumo_gap_ev": 9.4,
  "symbols": ["H", "C", "H", "C", "H", "H", "H", "C", "C", "H", "H", "H", "C", "O", "H", "H", "H", "H", "H", "O", "N", "H", "H", "C", "H", "H", "H", "H", "H", "H", "O", "H", "H", "H", "C", "N", "C", "C", "S", "O", "H", "H", "C", "H", "N", "H", "H", "O", "C", "C", "O", "H", "H", "C", "H", "H", "H", "H", "H", "H", "N", "Br", "H", "C", "H", "H", "H", "H", "H", "H", "C", "Cl", "H", "H", "H", "H", "C", "H", "H", "H", "C", "O", "H", "H", "C", "H", "C", "C", "C", "C", "C", "C", "C"],
  "positions_angstrom": [[3.95, -5.58, 1.21], [-3.93, 0.26, -3.62], [2.72, 2.74, -1.19], [1.42, -1.32, 1.43], [1.29, 0.59, -0.85], [3.51, 0.21, 2.02], [-4.57, -2.90, -3.45], [-1.78, 3.29, -0.94], [-6.96, 5.91, -2.17], [-4.75, 5.03, -1.25], [-2.72, 3.60, -1.35], [1.25, 2.63, -3.71], [-2.39, -1.43, -2.80], [0.36, -4.04, 3.99], [-2.89, 1.70, -0.05], [-3.07, -3.55, 5.55], [-0.23, 0.05, -1.48], [0.56, 4.11, -2.03], [7.84, -4.47, 1.45], [-0.99, 2.79, -2.01], [-6.75, 4.67, -1.44], [7.13, -5.67, 0.36], [-4.76, -2.29, -1.81], [2.90, 0.02, 2.87], [-7.66, 6.55, -1.64], [1.43, -1.27, 3.54], [-4.60, 0.80, -2.95], [7.55, -6.12, 2.02], [3.20, 1.47, -2.24], [-3.01, 0.83, -3.72], [-5.32, 3.28, -0.38], [-0.35, -1.45, 6.60], [-7.72, 2.82, -1.61], [-8.78, 4.24, -1.59], [-5.54, 4.30, -1.00], [-3.64, -1.06, -3.09], [-1.28, -1.98, 6.42], [-4.72, -2.00, -2.86], [5.97, 2.22, -2.85], [-2.07, -2.52, -2.36], [0.60, -1.98, -1.50], [3.57, 3.01, -4.05], [0.81, 0.12, -1.68], [1.53, -3.03, 0.15], [5.84, -4.93, 1.84], [-1.95, -4.89, 5.20], [-5.66, -1.54, -3.14], [2.42, -1.43, -0.82], [1.38, -1.30, -1.72], [0.13, -3.20, 4.84], [0.97, 0.87, -2.86], [-1.19, 1.72, 0.41], [-7.36, 5.70, -3.17], [-2.05, 2.32, 0.17], [2.98, 4.36, -3.07], [-1.66, -0.64, -3.01], [-6.02, 6.43, -2.28], [0.63, 2.88, -0.80], [3.05, -2.49, 0.75], [6.62, 2.73, -3.88], [-1.06, -3.00, 5.41], [2.03, -1.85, -3.46], [-2.36, -3.73, 3.93], [2.15, -1.24, 2.75], [-1.62, -2.42, 7.35], [1.24, -0.32, 1.09], [4.85, 3.75, -1.45], [-2.30, 2.86, 1.05], [0.91, -2.52, 5.22], [3.52, 0.02, 3.74], [3.48, 3.40, -3.05], [1.81, 1.43, 3.02], [-1.31, 4.17, -0.52], [5.15, -6.86, 1.49], [-4.41, 0.18, -4.60], [-8.01, 3.67, -0.10], [0.38, 3.06, -1.84], [2.89, -2.03, 2.83], [4.37, -6.03, 2.86], [-2.03, -1.26, 6.08], [4.76, -5.91, 1.85], [4.46, -3.32, 2.63], [6.44, -3.01, 2.21], [5.29, 4.48, -2.94], [-2.18, -3.84, 5.00], [0.46, -1.76, 1.62], [7.16, -5.32, 1.40], [5.57, -3.68, 2.25], [2.12, -2.16, 0.37], [1.29, 2.23, -2.71], [4.86, 3.61, -2.51], [2.71, 2.43, -2.22], [-7.88, 3.80, -1.17]]
}